Record 1
{"formula": "C30H26F5N7O4STi", "method": "wB97M-V/def2-TZVPD", "e_tot_ha": -3590.0713, "total_charge": 0, "e_lumo_ev": [-1.1, -1.1], "e_homo_ev": [-6.63, -6.67], "multiplicity": 1, "symbols": ["Ti", "C", "C", "N", "C", "C", "N", "C", "C", "C", "C", "C", "N", "C", "C", "N", "C", "C", "N", "C", "C", "C", "N", "C", "C", "H", "H", "H", "H", "H", "H", "H", "H", "H", "H", "H", "H", "N", "C", "C", "O", "O", "H", "H", "H", "H", "C", "O", "C", "C", "O", "C", "H", "H", "H", "H", "H", "H", "H", "H", "H", "H", "F", "C", "C", "F", "C", "F", "C", "S", "C", "F", "C", "F"], "coordinates": [[0.026, -0.276, -0.601], [3.120, 1.122, 2.256], [2.609, 0.589, 1.090], [1.361, 0.862, 0.692], [0.633, 1.714, 1.460], [1.164, 2.185, 2.660], [2.389, 1.897, 3.059], [-0.615, 2.163, 0.861], [-1.325, 3.271, 1.249], [-2.326, 3.790, 0.413], [-2.476, 3.222, -0.840], [-1.731, 2.101, -1.186], [-0.914, 1.491, -0.286], [-1.630, 1.475, -2.463], [-2.402, 1.779, -3.598], [-2.253, 1.180, -4.752], [-1.290, 0.230, -4.802], [-0.536, -0.113, -3.717], [-0.685, 0.495, -2.508], [-3.120, 4.973, 0.811], [-2.568, 6.014, 1.551], [-3.361, 7.100, 1.887], [-4.641, 7.217, 1.543], [-5.167, 6.219, 0.837], [-4.459, 5.091, 0.452], [4.127, 0.881, 2.570], [3.185, -0.099, 0.494], [0.570, 2.815, 3.310], [-1.092, 3.762, 2.183], [-3.132, 3.681, -1.568], [-3.169, 2.543, -3.536], [-1.132, -0.259, -5.754], [0.221, -0.880, -3.786], [-1.526, 6.000, 1.846], [-2.942, 7.922, 2.457], [-6.212, 6.322, 0.570], [-4.956, 4.303, -0.098], [-1.695, -3.273, 2.291], [-0.980, -2.187, 2.969], [-1.172, -0.901, 2.192], [-1.786, 0.056, 2.607], [-0.602, -0.935, 1.000], [-2.678, -3.249, 2.532], [-1.332, -4.167, 2.593], [0.085, -2.428, 2.955], [-1.302, -2.010, 3.998], [-2.826, -1.635, -1.600], [-1.457, -1.875, -1.323], [-0.906, -2.999, -1.992], [0.542, -3.070, -1.586], [1.089, -1.731, -1.758], [2.510, -1.697, -1.982], [-3.422, -2.501, -1.306], [-2.976, -1.431, -2.665], [-3.125, -0.770, -1.011], [-1.028, -2.870, -3.074], [-1.416, -3.914, -1.678], [1.095, -3.758, -2.226], [0.679, -3.357, -0.542], [2.744, -2.296, -2.863], [3.022, -2.076, -1.099], [2.775, -0.656, -2.168], [7.516, -5.087, 0.533], [6.315, -4.528, 0.721], [5.235, -4.905, -0.052], [5.389, -5.840, -1.000], [4.002, -4.315, 0.152], [2.994, -4.725, -0.647], [3.765, -3.336, 1.120], [2.207, -2.601, 1.368], [4.892, -2.976, 1.867], [4.794, -2.022, 2.804], [6.135, -3.552, 1.685], [7.176, -3.165, 2.432]], "atomic_forces_ev_per_a": [[-0.33, 0.30, -0.18], [-0.02, -0.01, -0.02], [-0.02, -0.02, 0.11], [-0.01, 0.12, -0.12], [0.25, -0.08, -0.10], [0.00, 0.01, 0.08], [-0.02, 0.02, -0.03], [0.00, -0.01, 0.09], [0.00, 0.00, 0.00], [-0.02, 0.02, 0.00], [-0.02, 0.03, 0.01], [0.00, -0.05, -0.05], [0.09, -0.03, -0.07], [0.01, 0.00, 0.00], [-0.01, -0.01, -0.03], [-0.02, 0.02, 0.00], [0.02, -0.02, 0.01], [-0.02, 0.02, -0.03], [0.10, -0.13, 0.07], [0.01, -0.02, -0.01], [0.01, 0.00, 0.01], [-0.02, 0.01, -0.01], [0.01, -0.01, 0.00], [0.01, 0.01, 0.01], [0.00, -0.01, -0.01], [0.00, 0.00, 0.00], [0.01, -0.03, -0.02], [-0.02, -0.02, 0.00], [0.00, 0.00, 0.00], [0.00, 0.00, 0.00], [0.00, 0.00, 0.02], [-0.01, 0.00, 0.00], [0.00, 0.01, 0.01], [0.00, 0.00, 0.00], [0.00, 0.00, 0.00], [0.00, 0.00, 0.00], [-0.01, 0.00, 0.00], [-0.03, 0.02, 0.03], [-0.07, -0.09, -0.05], [0.10, -0.05, -0.06], [-0.02, 0.02, 0.02], [-0.17, -0.10, 0.26], [0.01, -0.02, 0.02], [0.03, 0.00, -0.03], [-0.01, 0.05, 0.04], [-0.01, 0.00, 0.01], [-0.03, 0.02, -0.03], [0.21, -0.02, 0.04], [0.00, 0.00, 0.03], [0.00, 0.00, -0.05], [-0.04, 0.00, -0.05], [-0.02, -0.01, 0.04], [0.00, 0.01, 0.03], [0.02, 0.01, 0.00], [-0.01, -0.01, 0.01], [0.01, -0.01, -0.01], [-0.02, 0.00, -0.01], [0.01, 0.00, -0.02], [0.02, 0.01, 0.01], [0.00, 0.00, 0.00], [0.01, 0.01, -0.01], [0.00, 0.00, 0.01], [0.01, 0.00, 0.00], [0.01, 0.00, 0.00], [0.00, -0.01, -0.01], [0.00, 0.00, 0.00], [0.02, 0.00, 0.02], [-0.04, -0.01, -0.02], [0.02, 0.08, -0.02], [-0.05, -0.03, 0.04], [0.00, 0.00, -0.01], [0.00, 0.00, 0.00], [0.01, 0.01, 0.01], [0.01, 0.00, 0.01]]}


Record 2
{"formula": "C30H26GeN3O4RhS2", "method": "wB97M-V/def2-TZVPD", "e_tot_ha": -4607.4701, "total_charge": 1, "e_lumo_ev": [-5.0, -6.2], "e_homo_ev": [-10.64, -10.61], "multiplicity": 2, "symbols": ["Rh", "O", "N", "C", "C", "C", "C", "C", "S", "H", "H", "H", "H", "C", "C", "C", "C", "C", "C", "C", "S", "O", "O", "N", "C", "C", "C", "C", "C", "N", "H", "H", "H", "H", "H", "H", "H", "H", "H", "H", "H", "O", "C", "Ge", "C", "C", "C", "C", "C", "C", "C", "C", "C", "C", "C", "C", "H", "H", "H", "H", "H", "H", "H", "H", "H", "H", "H"], "coordinates": [[-1.998, -0.181, -1.035], [-2.821, 1.375, 0.303], [-3.198, 2.567, -0.019], [-3.480, 3.441, 0.967], [-4.009, 4.677, 0.696], [-4.229, 5.055, -0.631], [-3.857, 4.191, -1.633], [-3.331, 2.932, -1.325], [-2.874, 1.832, -2.553], [-3.258, 3.083, 1.959], [-4.246, 5.347, 1.506], [-4.665, 6.012, -0.866], [-3.960, 4.451, -2.674], [4.224, -0.857, 5.220], [3.286, -0.327, 4.184], [2.512, 0.802, 4.442], [1.627, 1.288, 3.494], [1.517, 0.640, 2.280], [2.281, -0.476, 1.998], [3.176, -0.947, 2.941], [0.240, 1.131, 1.139], [-0.599, 2.117, 1.753], [0.854, 1.548, -0.128], [-0.537, -0.237, 0.766], [-1.421, -0.838, 1.595], [-1.373, -0.851, 2.996], [-2.335, -1.567, 3.673], [-3.328, -2.238, 2.963], [-3.320, -2.161, 1.580], [-2.387, -1.493, 0.924], [3.886, -0.604, 6.222], [5.207, -0.411, 5.073], [4.329, -1.937, 5.142], [2.595, 1.300, 5.396], [1.008, 2.149, 3.684], [2.159, -0.971, 1.050], [3.784, -1.812, 2.717], [-0.601, -0.302, 3.512], [-2.323, -1.601, 4.753], [-4.090, -2.803, 3.471], [-4.076, -2.658, 0.987], [-3.347, -1.360, -3.462], [-3.056, -1.217, -2.364], [0.267, 0.382, -2.023], [2.110, -0.455, -1.725], [3.161, 0.442, -1.763], [4.406, 0.053, -1.298], [4.608, -1.238, -0.839], [3.561, -2.144, -0.848], [2.305, -1.751, -1.289], [0.017, -0.919, -3.729], [-0.030, -0.346, -4.974], [-0.378, -1.152, -6.051], [-0.639, -2.497, -5.855], [-0.589, -3.050, -4.588], [-0.264, -2.246, -3.505], [0.707, 1.652, -2.806], [2.999, 1.450, -2.116], [5.218, 0.764, -1.291], [5.578, -1.537, -0.468], [3.711, -3.154, -0.494], [1.487, -2.455, -1.250], [0.183, 0.703, -5.115], [-0.437, -0.712, -7.035], [-0.888, -3.123, -6.701], [-0.805, -4.095, -4.425], [-0.254, -2.659, -2.503]], "atomic_forces_ev_per_a": [[-1.93, 0.62, 1.63], [-0.52, 0.04, 0.37], [0.29, 0.02, -0.21], [-0.07, 0.70, 0.71], [0.15, -0.36, 0.02], [0.20, -0.28, -0.34], [-0.22, 0.24, 0.23], [0.07, -0.54, -0.47], [1.10, -1.48, 1.05], [0.00, -0.11, 0.02], [0.00, -0.05, 0.13], [0.01, 0.11, -0.04], [-0.06, 0.02, -0.12], [0.11, 0.04, -0.02], [-0.14, 0.04, -0.02], [-0.01, -0.04, -0.17], [-0.10, 0.22, 0.06], [-0.50, -0.02, -0.20], [0.11, -0.12, -0.18], [-0.13, 0.14, -0.03], [0.63, 0.45, 0.17], [0.02, 0.06, 0.44], [-0.51, -0.32, 0.04], [0.25, 0.62, -2.12], [-0.68, -0.66, 1.13], [-0.06, 0.08, -0.20], [-0.04, 0.03, -0.17], [0.05, 0.06, -0.30], [-0.61, -0.33, 0.45], [1.30, 1.18, -1.34], [0.02, -0.01, 0.06], [0.12, -0.03, 0.08], [0.02, -0.03, 0.02], [0.00, 0.05, 0.12], [-0.07, 0.14, 0.14], [0.08, -0.14, -0.17], [-0.01, -0.08, -0.02], [0.01, -0.02, 0.07], [0.02, -0.01, 0.05], [-0.09, -0.10, 0.00], [0.00, 0.00, -0.01], [-0.24, -0.41, 2.61], [1.28, 0.82, -3.28], [2.94, -2.07, -2.88], [-1.88, 0.89, 0.76], [0.28, -0.02, 0.22], [0.18, 0.10, -0.26], [0.09, -0.05, 0.09], [-0.02, -0.25, -0.12], [0.19, -0.20, 0.16], [-0.99, 1.60, 2.44], [-0.23, -0.16, -0.38], [0.30, 0.22, -0.14], [-0.14, -0.15, -0.30], [0.23, -0.14, 0.30], [-0.16, -0.53, -0.32], [-0.68, 0.21, 0.52], [0.04, 0.14, 0.11], [0.15, 0.06, -0.03], [0.04, 0.00, 0.01], [0.05, -0.08, 0.01], [-0.05, -0.05, 0.04], [-0.05, 0.18, -0.05], [0.01, -0.08, -0.15], [-0.08, -0.02, -0.06], [-0.02, -0.12, -0.11], [-0.06, -0.03, -0.04]]}